No. 1
# C45H36BrF6O4P3PdS2

C45H36BrF6O4P3PdS2 as an isolated structure in a non-equilibrium geometry (wB97M-V/def2-TZVPD, the OMol25 dataset).

```
98
C45H36BrF6O4P3PdS2, DFT wB97M-V/def2-TZVPD
C -1.8507 -2.8171 1.8922
H -1.6047 1.5713 1.6799
C 0.4256 3.8211 3.1654
F 0.1214 3.1929 -1.0618
O -0.3883 -0.9779 1.3383
C -3.1759 -3.7675 0.0978
C 1.9021 -0.0820 -5.2501
C 4.3892 3.9928 1.8356
Pd 1.0374 0.5612 -1.0726
C -0.0593 -2.5694 -2.5395
C 2.8441 2.1508 2.0970
H -0.2326 5.4717 4.3584
C 1.6338 0.8309 -3.0439
H 2.2147 -1.2004 -3.4601
H 2.0122 -5.1374 -1.7644
C 1.3510 2.0735 -3.5958
C -1.6187 -1.9842 -0.3827
H -3.4403 -3.3611 4.0508
C -2.7972 -3.7219 1.4287
Br 1.4561 1.3409 -7.6797
H -3.2459 -4.4156 2.1284
H -2.4198 -2.6307 5.2904
C -2.2597 3.2110 2.8758
O 2.9311 -0.6737 0.9537
H 6.3207 3.7400 2.7371
H 1.1491 2.9265 -2.9641
H -3.1176 -1.6220 4.0181
F -1.6734 4.1863 -0.0549
H 3.6304 0.4383 3.1182
C 3.8242 1.4486 2.7912
C -4.2059 0.5389 -3.0421
C 0.8852 -0.4933 5.2417
H 1.8630 1.2569 4.4952
H 1.0805 -3.0916 -0.7922
H -3.5235 -0.3700 -1.2327
C 1.3317 -4.5319 -2.3484
C -3.2711 -0.1120 -2.2519
H -5.1800 0.7711 -2.6319
C -2.6088 0.6824 -4.8253
H 2.4241 3.9443 0.9918
C 1.2569 0.3957 4.2465
F -1.0721 4.8040 -2.1746
H -0.2711 -2.2222 5.7129
H -1.5460 -5.0085 3.5164
F -1.8337 1.9980 -0.7374
H 5.8213 1.4579 3.5546
H -2.6373 4.9427 4.0902
F -3.0359 3.6351 -1.8138
H -1.0979 -2.3688 -4.4130
C 5.3486 3.2979 2.5575
C -1.6696 0.0442 -4.0341
H -2.3305 1.0192 -5.8156
O 2.6802 -1.2872 -1.3558
S 3.3032 1.3579 -1.0791
H 0.0515 -4.3930 3.0697
C 0.0470 -1.5465 4.9287
C 0.1300 -4.1138 -4.3811
C -1.8854 4.3168 3.6263
C -2.5697 -2.9103 -0.8000
P -1.4805 3.4265 -1.4539
H -3.9155 -4.4812 -0.2397
H -0.1440 -4.3982 -5.3893
H -2.8209 -2.9666 -1.8519
C 0.0171 -0.8692 2.6460
C 3.1519 3.4169 1.5986
C 1.9363 -0.2415 -3.8691
P -0.6966 -1.0740 -1.6877
O 4.9331 -0.9595 -0.4133
C -1.4398 -2.8368 3.3554
C -1.2878 -1.9306 0.9736
C 5.0657 2.0226 3.0233
C 0.8041 -3.3775 -1.7984
H -4.6125 1.4382 -4.9452
H -0.5215 -4.2489 4.7359
C 1.0045 -4.8983 -3.6472
H 1.4677 4.0710 3.3091
C -0.8262 -4.2073 3.6897
H -3.3067 2.9732 2.7374
C -0.4257 -1.7405 3.6338
P 1.2099 1.4760 1.6416
C 0.0605 2.7161 2.4050
S 3.5446 -0.5916 -0.3688
C -0.5407 4.6161 3.7698
H 1.2231 -0.3463 6.2589
C 1.5642 1.1451 -5.7891
C -3.8833 0.9228 -4.3335
H 1.4318 -5.7922 -4.0837
C -2.0039 -0.3942 -2.7525
C -1.2966 2.4212 2.2751
C 0.8472 0.2145 2.9339
F -1.2414 2.6247 -2.8378
H 2.1286 -0.9239 -5.8914
H 1.0454 3.1932 -5.3964
H 4.6070 4.9779 1.4430
C -2.6821 -2.5984 4.2327
H -0.6570 -0.0660 -4.4000
C 1.2990 2.2311 -4.9732
C -0.4024 -2.9550 -3.8303
```

Results
LUMO level (alpha / beta) in eV: 1.792 / 0.634
⟨S²⟩: 0.76
Spin multiplicity: 2
Energy in hartree: -7159.24610
Molar mass in g mol⁻¹: 1098.15
Strongest force on any atom in eV/Å: 1.75
Total charge: -1
Orbital gap (alpha / beta) in eV: 7.3 / 6.2
HOMO level (alpha / beta) in eV: -5.49 / -5.52

=====

No. 2
# C45H36CoF3N9O3S2Sb

C45H36CoF3N9O3S2Sb as an isolated structure (wB97M-V/def2-TZVPD, the OMol25 dataset).

```
100
C45H36CoF3N9O3S2Sb, DFT wB97M-V/def2-TZVPD
H -7.3013 0.3896 5.1269
H 8.1175 2.3282 1.2815
C 3.9439 -0.4885 -3.6317
N -0.4819 -3.4346 1.6248
S 0.3164 -0.7481 -2.2751
H 1.3958 -2.6045 3.0970
Co -1.4242 0.2475 0.0219
H 5.2328 4.2852 -3.8106
H -0.1517 -4.1466 -7.8165
H 5.1667 1.9382 -3.0118
N -3.1270 -2.1474 -1.1240
H 6.9775 -1.4621 2.8736
O 1.2204 0.3554 -2.5307
C -0.7846 -3.2761 -7.6534
C -2.8168 2.1857 1.4803
C -1.7778 4.8297 -1.0173
C 3.0050 4.6360 -1.2805
C -0.8861 4.0626 -1.7400
C 4.5543 2.6863 -2.5213
H 2.3214 3.0659 -0.0106
H -7.4290 2.8346 4.7753
C -4.4267 0.8434 3.4136
H 5.7487 -1.8948 -1.1371
Sb 3.5895 0.3488 -0.6598
C -1.2050 -1.5002 -5.9249
H -0.5895 -2.5612 -8.4540
C -0.7236 2.7223 -1.4124
C -0.9792 -0.9173 -4.6916
H 0.9232 -4.1150 -5.7039
H -1.9418 5.8688 -1.2679
O -1.0171 -0.1931 -1.8149
H -5.6651 3.9962 3.4953
H 4.9675 -1.4738 1.4288
C -2.4645 4.2553 0.0462
C 0.6170 -2.6498 -4.1767
H 4.0629 -1.0774 -5.7084
N -3.4950 2.8515 2.4489
C 4.4016 -0.7127 -2.3343
C 5.6543 -0.6331 1.3725
H -2.0185 -6.1782 0.9929
F 8.7149 0.4439 2.9390
H 3.2080 0.2797 -3.8256
H -0.3171 4.4742 -2.5614
C -2.2257 2.9274 0.3424
H -2.8329 -1.3486 -1.6676
C -6.5204 0.9026 4.5833
C 2.1405 -0.5832 3.3206
C 5.3412 -2.2344 -4.4470
C 7.6332 0.4342 2.1389
N -2.2997 -3.8657 0.1462
C -0.5801 -2.1770 1.2804
H -3.5589 3.8525 2.3748
H -3.6210 -2.8734 -1.6169
N -1.3766 -5.5309 1.4135
H -3.1709 4.8434 0.6146
H -0.6810 -5.8479 2.0639
N -1.3873 2.1733 -0.3961
H -1.8250 -3.5918 -7.7443
C 1.3200 -1.5702 2.7977
C 6.3002 1.4826 0.4685
C 0.3847 -3.2191 -5.4208
H 0.8714 2.0020 1.5621
H 2.8958 -0.8328 4.0538
C 0.3679 -1.2005 1.8620
H 6.5643 -3.2589 -3.0277
C 5.4052 0.4166 0.4892
C -5.4470 0.1823 4.0770
N 0.2240 0.0569 1.4356
C -5.5970 2.9300 3.6749
C 2.9659 3.3171 -0.8483
C 3.8248 4.9458 -2.3480
S -2.9733 -0.0059 2.8821
H -1.9158 -1.0493 -6.6073
C 1.0108 0.9977 1.9442
C -0.5269 -2.6582 -6.3091
H 2.6071 1.5209 3.2720
C -0.0696 -1.5007 -3.8201
C -4.5121 2.2131 3.2024
C 5.8262 -2.4831 -3.1791
C -1.3990 -4.2469 1.0510
F 3.8647 6.2178 -2.7854
O 0.7989 -1.7715 -1.3805
C 4.4107 -1.2449 -4.6978
N -1.4940 -1.6676 0.4444
H 2.4282 5.4173 -0.8030
H -5.3917 -0.8899 4.2135
C 3.7343 2.3261 -1.4549
F 5.7926 -2.9789 -5.4752
C -2.2863 -2.5782 -0.1654
N -2.6012 0.9150 1.4900
C 1.9807 0.7248 2.8952
C 7.4172 1.5039 1.2925
H 1.3241 -3.0901 -3.4865
H -0.0483 2.0740 -1.9583
C 4.6036 3.9953 -2.9799
C 6.7708 -0.6439 2.1970
H -1.5035 -0.0143 -4.4061
H 6.1381 2.3176 -0.2026
C 5.3497 -1.7106 -2.1287
C -6.5914 2.2721 4.3871
```

Results
LUMO level (alpha / beta) in eV: -3.469 / -3.485
⟨S²⟩: 0.77
Spin multiplicity: 2
Energy in hartree: -5173.90693
Molar mass in g mol⁻¹: 1052.66
Strongest force on any atom in eV/Å: 0.39
Total charge: +1
Orbital gap (alpha / beta) in eV: 6.3 / 6.3
HOMO level (alpha / beta) in eV: -9.77 / -9.77